Entry 1:
Here is 2 unconnected molecules or ions with the total composition C4H7NOSi at a distorted geometry from the Open Molecules 2025 dataset. Energies are from wB97M-V/def2-TZVPD.

Total charge: 0
HOMO level (alpha / beta): -9.3 / -9.3 eV
HOMO-LUMO gap (alpha / beta): 0.266 / 0.284 hartree
Lowest unoccupied orbital energy (alpha / beta): -0.075 / -0.056 Ha

Positions of all 14 atoms, in Å:
C  0.1293  -2.2439  -1.1122
C  -0.9125  -1.3614  -1.4463
C  0.8477  -1.6212  -0.0994
C  -0.8812  -0.3693  -0.4124
N  0.2160  -0.5778  0.3517
O  0.6291  1.2920  1.9047
Si  0.4198  2.6738  1.2586
H  0.4097  -3.1951  -1.4648
H  -1.6811  -1.6515  -2.1217
H  1.8942  -1.9515  0.3328
H  -1.6148  0.4008  -0.2232
H  -0.6909  3.3481  1.7842
H  1.6627  3.3262  1.0618
H  -0.4279  1.9308  0.1861

Force components x, y, z for each atom (eV/Å):
-1.9 0.9 -2.0
1.1 -2.5 0.6
2.8 -0.2 2.6
0.8 -0.9 -0.3
-0.1 1.9 0.9
1.0 -3.5 2.7
-1.6 0.4 -2.4
-0.1 -0.8 -0.9
-0.5 0.4 -0.4
-2.4 0.8 -0.9
0.1 0.0 0.1
-0.9 1.5 0.9
0.8 1.0 -0.5
0.9 1.0 -0.4

Entry 2:
Here is a single C4H7NS molecule at a distorted geometry from the Open Molecules 2025 dataset. Energies are from wB97M-V/def2-TZVPD.

Total charge: 0
SMILES string: C1NC[C@@H]2S[C@@H]12
HOMO level: -9.0 eV
HOMO-LUMO gap: 0.365 hartree
Lowest unoccupied orbital energy: 0.036 Ha

Positions of all 13 atoms, in Å:
C  -1.2211  -1.0445  -0.3725
N  -0.3430  -1.7160  0.6546
C  0.6160  -0.7122  1.3013
C  0.7934  0.0569  0.0167
S  0.4740  1.6597  -0.8070
C  -0.6200  0.3383  -0.1973
H  -2.2847  -1.0913  -0.0028
H  -1.1552  -1.6002  -1.4121
H  -0.7840  -2.3736  1.3756
H  1.5887  -1.1235  1.6686
H  0.1716  -0.1866  2.2420
H  1.0351  -0.7238  -0.7064
H  -1.1639  0.7231  0.6752

Force components x, y, z for each atom (eV/Å):
-0.8 -1.5 -0.9
0.2 -1.3 2.2
0.4 -0.2 1.8
-0.2 0.4 0.1
-0.1 -1.1 0.3
-2.0 0.8 -0.5
0.9 0.2 -0.7
0.0 1.3 2.0
0.6 1.5 -1.7
-0.9 -0.5 -0.4
0.6 -0.4 -1.9
0.7 0.6 -0.2
0.6 0.2 -0.2

Entry 3:
Here is a single C4H7NS molecule at a distorted geometry from the Open Molecules 2025 dataset. Energies are from wB97M-V/def2-TZVPD.

Total charge: 0
SMILES string: CCSCC#N
HOMO level: -9.2 eV
HOMO-LUMO gap: 0.364 hartree
Lowest unoccupied orbital energy: 0.026 Ha

Positions of all 13 atoms, in Å:
C  2.3979  0.8687  -0.2830
C  1.8760  -0.4318  0.3104
S  0.2177  -0.8190  -0.1476
C  -0.7569  0.6415  0.3145
C  -2.1484  0.3396  0.0054
N  -3.2579  0.0391  -0.1476
H  2.0041  1.7973  0.2102
H  2.1508  0.9174  -1.3243
H  3.4788  1.0073  -0.1145
H  2.0110  -0.5856  1.4048
H  2.5281  -1.2846  -0.0047
H  -0.6303  0.9416  1.3773
H  -0.4335  1.5284  -0.2378

Force components x, y, z for each atom (eV/Å):
0.4 1.1 1.6
1.5 -0.5 1.1
-0.8 -0.8 -0.5
0.7 0.8 0.5
-1.4 -0.4 0.3
1.5 0.5 0.0
-0.2 -0.9 -0.4
0.1 0.0 -0.6
-0.2 -0.4 -0.3
-0.2 0.9 -0.4
-0.8 0.5 -0.5
-0.3 -0.5 -0.4
-0.1 -0.2 -0.2

Entry 4:
Here is a molecular structure, C4H7NS at a distorted geometry from the Open Molecules 2025 dataset. Energies are from wB97M-V/def2-TZVPD.

Total charge: 0
HOMO level: -8.7 eV
HOMO-LUMO gap: 0.312 hartree
Lowest unoccupied orbital energy: -0.009 Ha

Positions of all 13 atoms, in Å:
C  0.9061  0.1237  1.5917
C  0.2542  -0.5184  0.2707
C  -1.3218  -0.3550  -0.2795
C  0.5121  0.3296  -0.8204
H  0.5481  1.0964  1.7376
H  0.7025  -1.5450  0.0324
H  -1.8788  -1.2189  0.1783
H  -1.8013  0.4583  0.2277
H  -1.0890  0.7908  -1.8783
H  1.4243  0.1559  -1.5566
H  0.4317  1.3603  -0.5188
N  -0.6865  -0.2515  -1.5977
S  1.9984  -0.4263  2.6129

Force components x, y, z for each atom (eV/Å):
-1.2 -2.2 -1.8
0.7 -2.1 4.0
1.9 -3.2 4.4
2.6 0.0 -6.1
-0.6 1.6 0.2
-1.1 1.1 0.8
0.1 0.2 -1.8
0.0 1.3 -0.4
0.6 -3.7 -0.5
-1.2 0.6 2.0
-0.2 0.7 -0.4
-1.7 6.2 -0.3
0.2 -0.5 -0.1

Relative energy (zero: lowest compared OMol25 entry of this formula, charge and spin), respectively: 621.74, 379.57, 84.39, 406.98 kJ/mol.